[1]
82
Properties=species:S:1:pos:R:3 method="wB97M-V/def2-TZVPD" orbital_gap_ev="6.8 / 5.4" max_force_ev_per_a=3.3 spin_multiplicity=2 lumo_ev="-0.8 / -2.2" s_squared=0.75
Ce 1.92 0.57 0.46
S 6.21 -0.28 -0.63
Sb 5.29 1.52 0.63
S 3.47 2.00 -0.94
S 4.14 -0.38 1.54
C 3.09 -2.67 -0.85
C 2.48 -1.92 -1.97
C 2.84 -2.29 -3.33
C 2.45 -1.54 -4.37
C 1.49 -0.55 -4.20
C 0.91 0.21 -5.25
C 0.03 1.23 -5.02
C -0.35 1.54 -3.71
C 0.16 0.85 -2.61
S -0.31 1.32 -0.98
C 1.10 -0.19 -2.86
N 1.67 -0.91 -1.76
H 4.17 -2.53 -0.79
H 2.89 -3.77 -0.98
H 2.63 -2.37 0.10
H 3.52 -3.08 -3.51
H 2.77 -1.73 -5.39
H 1.17 -0.04 -6.24
H -0.34 1.85 -5.84
H -1.14 2.18 -3.47
C -2.61 4.67 2.40
C -1.86 4.45 3.68
C -1.25 5.68 4.27
O -0.91 3.32 3.50
P 0.67 3.41 3.56
S 1.42 3.56 5.40
S 1.18 1.70 2.58
O 1.08 4.62 2.61
C 2.21 5.49 2.84
C 3.52 4.68 2.52
C 2.08 6.70 1.92
H -3.33 5.47 2.49
H -3.13 3.77 2.02
H -1.89 5.00 1.62
H -2.56 4.07 4.42
H -0.63 6.19 3.57
H -0.70 5.52 5.19
H -2.16 6.19 4.48
H 2.20 5.82 3.88
H 3.32 4.19 1.54
H 3.70 4.01 3.32
H 4.29 5.42 2.50
H 1.84 6.49 0.86
H 3.02 7.29 1.87
H 1.21 7.29 2.25
C 0.43 -6.37 1.57
C -0.79 -6.87 0.87
C -1.82 -5.85 0.45
C -1.42 -4.84 -0.62
N -0.49 -3.90 -0.12
C -0.63 -2.55 -0.13
S 0.10 -1.67 1.15
N -1.38 -1.90 -1.02
C -2.03 -2.22 -2.32
C -3.31 -1.37 -2.46
C -4.49 -1.69 -1.54
C -4.51 -0.98 -0.22
H 0.91 -7.13 2.18
H 0.17 -5.62 2.37
H 1.14 -5.90 0.84
H -1.32 -7.52 1.52
H -0.49 -7.45 -0.05
H -2.14 -5.22 1.35
H -2.62 -6.48 0.08
H -2.34 -4.34 -0.87
H -1.08 -5.31 -1.55
H 0.03 -4.22 0.69
H -1.37 -0.88 -0.85
H -2.17 -3.31 -2.42
H -1.36 -1.99 -3.16
H -3.60 -1.38 -3.53
H -3.05 -0.33 -2.41
H -4.45 -2.82 -1.41
H -5.42 -1.51 -2.06
H -3.69 -1.41 0.34
H -5.45 -1.06 0.31
H -4.34 0.06 -0.35


[2]
60
Properties=species:S:1:pos:R:3 method="wB97M-V/def2-TZVPD" orbital_gap_ev=6.8 max_force_ev_per_a=9.6 charge=+1 lumo_ev=-4.4
C 0.31 4.64 -1.17
C 0.61 3.80 -2.58
Cl 2.04 4.66 -3.46
C -0.72 3.97 -3.51
N -1.46 2.70 -3.83
C -2.12 2.55 -5.19
N -2.87 1.26 -5.42
C -2.67 0.54 -4.08
C -3.30 -0.95 -3.68
C -4.91 -0.64 -3.34
O -5.78 -1.80 -3.61
C -5.10 -0.03 -1.81
N -6.17 1.04 -1.78
C -1.74 1.45 -3.03
P -1.15 1.08 -1.25
S 0.50 0.00 -1.44
H 0.50 5.80 -1.33
H 0.86 4.19 -0.24
H -0.85 4.53 -0.94
H 0.96 2.69 -2.40
H -1.48 4.79 -3.11
H -0.33 4.40 -4.56
H -2.03 3.45 -5.95
H -3.42 0.94 -6.26
H -3.18 -1.67 -4.59
H -2.84 -1.40 -2.69
H -5.20 0.25 -4.08
H -5.63 -2.53 -2.90
H -5.43 -0.89 -1.07
H -4.12 0.44 -1.38
H -5.92 1.86 -2.38
H -7.12 0.66 -1.99
H -0.94 2.25 -0.43
H -2.10 0.21 -0.60
O 1.37 -3.34 3.23
P 2.18 -2.03 3.19
O 3.57 -2.75 2.65
C 3.65 -3.06 1.27
C 3.75 -1.81 0.42
O 2.52 -2.11 4.82
C 1.67 -2.80 5.73
C 2.20 -4.20 5.97
O 3.10 -0.56 3.13
C 3.59 0.11 4.29
C 4.90 -0.49 4.78
H 2.78 -3.67 0.97
H 4.54 -3.67 1.12
H 2.83 -1.22 0.49
H 3.91 -2.06 -0.63
H 4.57 -1.17 0.76
H 0.63 -2.80 5.38
H 1.68 -2.25 6.67
H 2.36 -4.75 5.03
H 1.51 -4.78 6.59
H 3.17 -4.16 6.47
H 2.82 0.14 5.07
H 3.77 1.15 4.00
H 4.83 -1.57 4.97
H 5.22 0.00 5.70
H 5.68 -0.36 4.02


[3]
16
Properties=species:S:1:pos:R:3 method="wB97M-V/def2-TZVPD" orbital_gap_ev=11.4 max_force_ev_per_a=3.2 smiles="C[C@@H]1OC(=O)O[C@H]1C" lumo_ev=0.8
C 1.14 1.58 -0.35
C 0.27 0.59 0.39
O 0.98 -0.01 1.50
C 0.62 -1.28 1.63
O 0.48 -1.83 2.70
O 0.08 -1.74 0.51
C -0.15 -0.64 -0.43
C -1.58 -0.62 -0.89
H 2.00 1.08 -0.81
H 0.54 2.05 -1.15
H 1.49 2.37 0.33
H -0.60 1.10 0.81
H 0.54 -0.81 -1.26
H -2.22 -1.11 -0.11
H -1.69 -1.14 -1.85
H -1.91 0.42 -1.02


[4]
15
Properties=species:S:1:pos:R:3 method="wB97M-V/def2-TZVPD" orbital_gap_ev="5.7 / 4.9" max_force_ev_per_a=5.4 charge=+2 spin_multiplicity=6 lumo_ev="-10.0 / -13.5" s_squared=8.77
O -1.32 -0.94 0.68
C -2.28 -0.06 0.49
C 0.32 0.95 1.40
O -0.31 0.57 2.61
Co -0.95 -1.14 2.48
H -2.33 0.94 0.05
H -3.29 -0.51 0.47
H 0.19 2.00 1.07
H 1.31 0.46 1.36
O 0.44 -0.02 -1.62
H -0.02 -0.71 -0.98
C 1.78 -0.32 -1.93
H 2.37 0.60 -2.11
H 2.28 -0.89 -1.13
H 1.79 -0.92 -2.85